ORCA calculation (wB97M-V/def2-TZVPD) on 6 unconnected molecules or ions with the total composition C24H66N6O6 at a distorted geometry.

Structure (XYZ):
```
102
C24H66N6O6, DFT wB97M-V/def2-TZVPD
O 20.00653 -58.75139 -10.52405
O 12.60123 -60.97884 -11.44864
O 16.29010 -65.96128 -11.15216
O 20.44392 -62.14622 -7.44457
O 10.51485 -63.27275 -7.99989
O 16.32272 -56.04759 -11.85956
N 7.28973 -63.60692 -9.70665
N 16.78528 -62.25570 -7.57569
N 17.56364 -58.02153 -8.92009
N 16.92171 -64.42393 -14.30300
N 20.62834 -60.49044 -13.81965
N 15.97009 -62.24077 -10.75542
C 17.20278 -56.83101 -11.03984
C 7.96164 -62.19585 -7.74857
C 17.42927 -55.52092 -8.83136
C 20.81356 -59.29496 -11.58894
C 18.32202 -64.20248 -6.98742
C 14.94315 -60.11432 -9.98085
C 19.50372 -61.51101 -11.73399
C 16.88887 -56.82998 -9.53233
C 21.49208 -61.45402 -7.95630
C 18.11843 -62.59309 -7.12572
C 20.64475 -57.71374 -10.03293
C 16.77703 -55.90359 -13.21571
C 19.17132 -61.92750 -7.99321
C 8.42752 -62.97506 -9.04529
C 11.90026 -60.65575 -12.71376
C 11.65646 -62.95233 -8.75195
C 14.70646 -61.49923 -10.46723
C 16.84935 -65.77607 -9.87016
C 9.45907 -63.88197 -8.63583
C 17.07006 -65.22006 -12.11742
C 19.88263 -60.20676 -12.58015
C 13.82615 -61.61632 -11.75864
C 16.87585 -66.88958 -14.13335
C 16.48775 -65.61352 -13.48262
H 16.53679 -67.74404 -13.51778
H 18.36509 -62.09363 -6.11009
H 14.21811 -60.97219 -12.56442
H 21.24601 -60.37180 -7.78268
H 20.22807 -57.50432 -8.96618
H 6.74490 -64.36107 -9.14753
H 21.70846 -59.79888 -11.36132
H 16.47197 -62.46768 -9.90188
H 14.23473 -62.04365 -9.67105
H 18.42344 -55.29537 -8.60412
H 10.92730 -60.63316 -12.56868
H 8.74008 -62.04226 -9.57918
H 22.58556 -61.56770 -7.86403
H 16.94989 -64.17898 -11.73541
H 16.39106 -67.23747 -15.15672
H 17.87262 -65.85781 -9.77907
H 16.71856 -61.32765 -7.69260
H 7.30363 -63.96263 -10.67297
H 18.87403 -64.34315 -6.01253
H 18.60965 -64.44461 -8.18497
H 20.43456 -62.10377 -11.66325
H 16.77382 -57.04300 -13.69479
H 15.46407 -60.02464 -9.12471
H 17.01531 -55.62501 -7.88572
H 18.43329 -58.00787 -9.30110
H 13.81362 -62.58839 -12.31592
H 11.67444 -62.28121 -9.53840
H 11.81235 -63.96017 -8.97621
H 20.08620 -61.26229 -14.36183
H 19.13779 -62.34640 -9.17728
H 12.30015 -59.59071 -13.21000
H 14.08373 -59.56191 -9.83890
H 9.18538 -64.72248 -7.95695
H 15.65147 -56.87440 -9.56526
H 18.24961 -56.61499 -11.16352
H 21.43414 -61.47049 -9.11029
H 7.00224 -61.56998 -7.90938
H 16.34462 -66.27301 -9.08750
H 16.97290 -57.82037 -11.35066
H 17.33621 -64.71476 -6.67226
H 16.98622 -54.48529 -9.40407
H 17.94003 -66.83844 -14.31349
H 19.00919 -59.70606 -12.53439
H 12.35744 -62.67997 -7.97400
H 16.20377 -55.08274 -13.65685
H 16.56739 -63.64323 -13.80443
H 11.89974 -61.33393 -13.35330
H 15.30466 -65.60322 -13.55454
H 18.98241 -60.89751 -7.93168
H 17.84773 -55.38610 -13.38152
H 18.07282 -65.46509 -12.31729
H 15.99297 -62.62513 -6.97690
H 8.81316 -61.64122 -7.32815
H 9.97571 -64.49652 -9.52586
H 20.65153 -56.69954 -10.43935
H 21.19725 -58.27244 -12.12640
H 18.80078 -61.27456 -10.98389
H 17.07470 -58.88851 -9.36289
H 15.45270 -59.49159 -10.86714
H 18.94009 -61.96678 -12.39581
H 7.69659 -62.94279 -7.02736
H 21.64923 -57.86342 -9.61429
H 15.65349 -63.17700 -10.87745
H 16.66377 -64.72510 -9.46879
H 21.60616 -60.99971 -13.77164
H 16.31240 -64.30347 -15.16492
```

Results
Lowest unoccupied orbital energy (eV): 0.6
SMILES: COC[C@H](C)N.COC[C@H](C)N.COC[C@H](C)N.COC[C@H](C)N.COC[C@H](C)N.COC[C@H](C)N
Orbital gap (eV): 9.5
Energy relative to the best compared isomer or geometry (same formula, charge and spin) (kJ/mol): 1274.7

These are the Löwdin partial charges, in e, on atoms 1 to 6: O -0.200; O -0.186; O -0.163; O -0.187; O -0.208; O -0.219